[1]
Molecular formula: C19H38BrINO12
Method: DFT, the ωB97M-V functional and the def2-TZVPD basis

Structure (XYZ):
```
72
C19H38BrINO12 (the ωB97M-V functional and the def2-TZVPD basis)
C -1.065 -5.066 1.010
C -0.736 -5.204 -0.615
Br 0.466 -6.794 -0.989
C 0.017 -3.837 -1.124
N -0.081 -3.575 -2.615
I -1.979 -3.003 -3.185
H -2.238 -5.213 1.175
H -0.668 -4.065 1.480
H -0.569 -5.980 1.596
H -1.739 -5.430 -1.173
H 1.178 -4.000 -0.899
H -0.282 -2.895 -0.455
C 6.940 -1.333 0.020
C 6.712 -0.680 -1.331
O 5.658 -1.329 -2.050
C 4.397 -1.071 -1.619
O 4.093 -0.335 -0.691
O 3.533 -1.783 -2.381
C 2.177 -1.680 -1.953
H 7.123 -2.408 -0.098
H 7.797 -0.882 0.531
H 6.065 -1.232 0.669
H 7.621 -0.782 -1.937
H 6.510 0.395 -1.234
H 1.857 -0.634 -1.892
H 2.052 -2.179 -0.986
H 1.549 -2.189 -2.689
C -4.338 -2.070 6.527
C -3.001 -2.741 6.273
O -2.594 -2.588 4.909
C -2.138 -1.358 4.559
O -2.037 -0.393 5.302
O -1.829 -1.378 3.241
C -1.439 -0.106 2.727
H -5.095 -2.442 5.827
H -4.679 -2.258 7.551
H -4.279 -0.987 6.381
H -3.099 -3.819 6.456
H -2.223 -2.370 6.953
H -0.611 0.320 3.304
H -2.297 0.573 2.723
H -1.103 -0.245 1.696
C 3.246 1.286 -4.041
C 3.044 0.324 -5.197
O 1.992 0.764 -6.063
C 2.292 1.809 -6.876
O 3.368 2.386 -6.936
O 1.188 2.116 -7.598
C 1.345 3.274 -8.416
H 2.305 1.442 -3.501
H 3.996 0.904 -3.342
H 3.575 2.270 -4.390
H 2.740 -0.654 -4.801
H 3.972 0.167 -5.763
H 2.215 3.181 -9.074
H 1.429 4.166 -7.787
H 0.451 3.372 -9.039
C -4.607 6.211 1.204
C -5.625 5.374 1.956
O -5.096 4.085 2.286
C -4.196 4.056 3.302
O -3.818 5.018 3.953
O -3.776 2.778 3.461
C -2.743 2.634 4.432
H -4.245 5.675 0.319
H -5.044 7.164 0.887
H -3.730 6.428 1.822
H -6.497 5.203 1.311
H -5.988 5.886 2.857
H -3.041 3.057 5.397
H -1.823 3.105 4.071
H -2.553 1.565 4.570
```

Output
Spin multiplicity: 1
Net charge: -1
Energy above the lowest of the compared OMol25 structures with the same formula, charge and spin in kJ/mol: 169.5
Frontier orbital gap in eV: 5.2
LUMO energy in eV: 2.25

[2]
Molecular formula: C24H25FeN3OS2
Method: DFT, the ωB97M-V functional and the def2-TZVPD basis

Structure (XYZ):
```
56
C24H25FeN3OS2 (the ωB97M-V functional and the def2-TZVPD basis)
Fe 1.039 0.559 0.302
C 2.759 0.102 3.384
C 3.482 0.914 2.362
N 3.033 1.131 1.166
C 3.890 1.890 0.402
C 5.015 2.281 1.041
S 5.010 1.665 2.639
C 3.477 2.162 -0.977
C 4.123 2.904 -1.907
S 3.213 2.928 -3.353
C 2.009 1.935 -2.627
N 2.280 1.620 -1.399
C 0.800 1.483 -3.377
H 1.962 -0.449 2.879
H 2.319 0.748 4.146
H 3.430 -0.600 3.877
H 5.839 2.871 0.669
H 5.070 3.415 -1.828
H 0.655 2.072 -4.282
H -0.085 1.567 -2.746
H 0.903 0.434 -3.659
C 1.100 -3.694 -0.327
C -0.038 -3.432 0.617
C -0.884 -4.449 1.022
C -1.939 -4.217 1.900
C -2.127 -2.927 2.376
C -1.303 -1.872 1.995
C -1.569 -0.492 2.541
C -0.224 -2.089 1.081
N 0.577 -1.100 0.624
H 1.175 -4.759 -0.564
H 2.044 -3.353 0.106
H 0.977 -3.131 -1.259
H -0.715 -5.456 0.646
H -2.595 -5.023 2.206
H -2.942 -2.727 3.069
H -1.907 -0.540 3.578
H -2.347 0.032 1.967
H -0.668 0.118 2.488
C -2.511 3.090 0.512
C -1.732 1.967 -0.107
O -0.568 1.817 0.206
C -2.385 1.058 -1.075
C -3.527 1.449 -1.777
C -4.106 0.591 -2.696
C -3.569 -0.675 -2.897
C -2.451 -1.080 -2.179
C -1.853 -0.218 -1.276
H -1.899 3.579 1.266
H -3.424 2.705 0.969
H -2.797 3.822 -0.246
H -3.954 2.434 -1.625
H -4.982 0.908 -3.249
H -4.031 -1.351 -3.607
H -2.053 -2.078 -2.312
H -0.996 -0.539 -0.682
```

Output
Spin multiplicity: 5
Energy above the lowest of the compared OMol25 structures with the same formula, charge and spin in kJ/mol: 0.0
Frontier orbital gap (spin up / spin down) in eV: 5.0 / 5.4
LUMO energy (spin up / spin down) in eV: -0.01 / -0.09

[3]
Molecular formula: C4H11N3O2
Method: DFT, the ωB97M-V functional and the def2-TZVPD basis

Structure (XYZ):
```
20
C4H11N3O2 (the ωB97M-V functional and the def2-TZVPD basis)
C -0.337 0.336 -0.170
C 0.751 -0.287 -0.978
C -1.715 0.185 -0.805
C -0.191 -0.556 1.199
N 0.007 1.718 0.143
N 1.674 0.482 -1.533
N 1.328 -0.987 0.939
O -0.898 -1.794 0.974
O -0.441 0.068 2.264
H -1.525 -1.834 1.707
H 0.594 -1.283 -1.376
H 0.192 1.794 1.144
H -0.747 2.369 -0.044
H 1.613 1.471 -1.290
H 2.459 0.086 -2.028
H 1.909 -0.311 1.428
H 1.518 -1.929 1.266
H -1.906 -0.840 -1.117
H -1.821 0.850 -1.668
H -2.462 0.459 -0.057
```

Output
Spin multiplicity: 1
Energy above the lowest of the compared OMol25 structures with the same formula, charge and spin in kJ/mol: 213.0
Frontier orbital gap in eV: 8.7
LUMO energy in eV: 0.58

[4]
Molecular formula: C56H62Cl3GeN6O2PS3SeTl
Method: DFT, the ωB97M-V functional and the def2-TZVPD basis

Structure (XYZ):
```
136
C56H62Cl3GeN6O2PS3SeTl (the ωB97M-V functional and the def2-TZVPD basis)
Tl 0.791 -0.223 0.220
C -4.206 1.188 4.603
C -4.521 1.397 3.266
C -3.508 1.587 2.338
C -2.171 1.577 2.738
C -1.861 1.329 4.071
C -2.878 1.146 5.000
P -0.898 1.745 1.449
C -1.613 3.019 0.331
C -1.617 4.390 0.597
C -2.181 5.285 -0.300
C -2.752 4.826 -1.483
C -2.754 3.469 -1.761
C -2.186 2.576 -0.859
C 0.520 2.566 2.267
C 0.286 3.559 3.186
C 1.334 4.278 3.796
C 2.624 3.971 3.487
C 2.924 2.924 2.582
C 4.282 2.588 2.331
C 4.604 1.539 1.526
C 3.568 0.790 0.918
C 2.253 1.121 1.091
C 1.875 2.197 1.951
H -4.995 1.054 5.332
H -5.557 1.413 2.948
H -3.754 1.759 1.296
H -0.827 1.272 4.392
H -2.629 0.960 6.037
H -1.169 4.776 1.501
H -2.175 6.344 -0.075
H -3.190 5.527 -2.183
H -3.175 3.100 -2.689
H -2.173 1.519 -1.101
H -0.733 3.798 3.466
H 1.106 5.064 4.504
H 3.445 4.507 3.949
H 5.056 3.169 2.819
H 5.638 1.264 1.359
H 3.840 -0.062 0.310
C 4.341 5.360 -2.908
C 3.087 4.605 -3.140
N 2.149 4.904 -3.986
N 1.233 3.903 -3.828
C 1.569 2.994 -2.904
S 0.727 1.601 -2.457
N 2.757 3.460 -2.456
N 3.569 2.801 -1.518
H 4.370 6.210 -3.584
H 5.207 4.722 -3.086
H 4.397 5.724 -1.880
H 0.397 3.883 -4.385
H 3.040 1.976 -1.231
H 3.642 3.395 -0.695
Cl -2.645 1.285 -8.353
C -3.255 0.702 -6.841
C -3.508 1.589 -5.809
C -3.970 1.086 -4.607
C -4.189 -0.275 -4.392
C -4.708 -0.658 -3.028
C -4.082 -1.884 -2.368
N -2.647 -1.707 -2.199
C -1.661 -2.084 -3.086
C -0.495 -1.599 -2.584
N -0.762 -0.937 -1.407
C -2.058 -1.017 -1.211
O -6.104 -0.837 -3.109
C -6.828 -0.331 -1.993
C -6.559 1.128 -1.771
C -6.885 2.101 -2.668
Cl -7.660 1.874 -4.176
S -6.430 3.666 -2.150
C -5.789 3.043 -0.694
C -5.918 1.690 -0.624
C -3.977 -1.122 -5.474
Cl -4.342 -2.828 -5.410
C -3.497 -0.650 -6.686
H -3.353 2.650 -5.950
H -4.191 1.774 -3.795
H -4.471 0.198 -2.386
H -4.254 -2.781 -2.952
H -4.533 -2.027 -1.388
H -1.880 -2.662 -3.968
H 0.507 -1.692 -2.959
H -2.590 -0.644 -0.348
H -6.610 -0.896 -1.080
H -7.874 -0.493 -2.247
H -5.354 3.717 0.029
H -5.588 1.098 0.222
H -3.332 -1.336 -7.505
C -0.906 -1.818 5.791
C 0.425 -2.365 5.294
C 1.324 -1.289 4.695
C 2.582 -1.888 4.064
Ge 2.290 -2.771 2.327
C 2.418 -4.716 2.176
C 3.723 -5.380 2.631
C 4.053 -5.234 4.118
C 2.933 -5.689 5.048
H -1.486 -2.579 6.316
H -1.507 -1.455 4.954
H -0.751 -0.983 6.481
H 0.235 -3.131 4.534
H 0.960 -2.857 6.113
H 1.608 -0.576 5.476
H 0.752 -0.730 3.947
H 3.020 -2.610 4.756
H 3.339 -1.123 3.875
H 3.292 -2.149 1.329
H 2.257 -4.902 1.111
H 1.551 -5.139 2.689
H 4.558 -4.974 2.051
H 3.670 -6.447 2.387
H 4.300 -4.191 4.331
H 4.957 -5.808 4.329
H 2.073 -5.017 5.009
H 3.273 -5.720 6.084
H 2.585 -6.691 4.782
C 3.148 -1.384 -3.730
S 3.646 -1.443 -2.016
O 2.373 -1.554 -1.210
C 4.329 -3.080 -1.979
C 3.534 -4.127 -1.548
C 4.077 -5.405 -1.522
C 5.390 -5.614 -1.923
C 6.177 -4.549 -2.344
C 5.651 -3.265 -2.365
H 2.581 -2.286 -3.965
H 4.054 -1.333 -4.336
H 2.545 -0.483 -3.858
H 2.517 -3.934 -1.224
H 3.473 -6.238 -1.185
H 5.806 -6.612 -1.899
H 7.204 -4.715 -2.643
H 6.260 -2.421 -2.669
Se 0.090 -2.317 1.537
```

Output
Spin multiplicity: 1
Net charge: +1
Energy above the lowest of the compared OMol25 structures with the same formula, charge and spin in kJ/mol: 35.5
Frontier orbital gap in eV: 8.0
LUMO energy in eV: -2.02

[5]
Molecular formula: C17H31NO5
Method: DFT, the ωB97M-V functional and the def2-TZVPD basis

Structure (XYZ):
```
54
C17H31NO5 (the ωB97M-V functional and the def2-TZVPD basis)
C 1.707 -3.312 4.730
C 0.526 -3.110 3.793
C -0.213 -1.951 4.268
C -1.405 -1.568 3.156
C -2.330 -0.410 3.460
C -3.358 0.118 2.570
C -2.981 0.616 1.140
C -2.067 1.577 1.009
C -0.542 1.361 0.957
H -0.103 2.379 0.989
H -0.028 0.852 1.922
O -0.113 0.568 -0.207
C -0.059 1.232 -1.316
O 0.348 2.496 -1.228
C 0.362 0.226 -2.453
N 1.762 0.010 -2.517
C 2.243 -0.516 -1.287
H 3.113 -1.244 -1.593
C 3.174 0.413 -0.420
O 4.086 1.333 -1.319
C 3.348 1.712 -2.546
C 2.817 0.826 -3.286
H 3.556 0.013 -3.592
H 2.226 1.260 -4.103
H 2.722 2.242 -2.166
H 4.079 2.251 -2.989
H 2.229 1.276 -0.154
H 3.858 0.034 0.365
H 1.677 -0.921 -0.656
H 0.110 0.968 -3.251
C -0.478 -0.944 -2.286
C -2.024 -0.526 -2.301
O -2.382 0.698 -2.273
O -2.929 -1.445 -2.059
H -3.788 -1.133 -1.975
H -0.282 -1.506 -3.088
H -0.364 -1.668 -1.502
H -2.310 2.433 0.252
H -2.257 2.374 1.904
H -2.205 -0.325 0.718
H -3.936 0.679 0.737
H -3.834 -0.584 2.590
H -3.866 0.932 2.974
H -2.665 -0.419 4.478
H -1.389 0.512 3.561
H -2.148 -2.439 3.164
H -1.050 -1.333 2.189
H -0.833 -2.022 5.172
H 0.497 -1.109 4.219
H 0.066 -3.854 3.511
H 1.058 -2.924 2.704
H 2.422 -2.590 4.760
H 2.262 -4.402 4.459
H 1.218 -3.503 5.703
```

Output
Spin multiplicity: 1
SMILES string: CCCCCCCCCOC(=O)[C@H](CC(=O)O)N1CCOCC1
Energy above the lowest of the compared OMol25 structures with the same formula, charge and spin in kJ/mol: 1464.7
Frontier orbital gap in eV: 8.8
LUMO energy in eV: 0.49

[6]
Molecular formula: C17H41BBr14ClO4P2
Method: DFT, the ωB97M-V functional and the def2-TZVPD basis

Structure (XYZ):
```
80
C17H41BBr14ClO4P2 (the ωB97M-V functional and the def2-TZVPD basis)
C 4.229 -2.467 1.960
C 2.807 -2.859 2.364
O 1.987 -2.842 1.218
P 0.346 -3.469 1.428
B -1.508 -4.132 1.566
O -1.981 -5.046 0.636
O -2.387 -3.789 2.599
C -2.706 -2.400 2.705
P -0.142 -1.717 -0.031
O -0.551 -0.459 1.000
Cl -2.072 -2.147 -0.923
H 4.710 -3.321 1.473
H 4.821 -2.212 2.851
H 4.218 -1.619 1.268
H 2.420 -2.148 3.099
H 2.852 -3.864 2.813
H 0.532 -4.245 0.210
H 0.827 -4.604 2.244
H 0.198 -2.600 2.594
H -2.850 -4.777 0.313
H -3.362 -2.260 3.571
H -3.256 -2.053 1.821
H -1.800 -1.801 2.859
H -1.187 0.109 0.548
Br -0.245 -4.130 -5.589
C -1.300 -2.788 -4.644
C -0.730 -1.407 -4.825
Br 0.854 -1.161 -3.737
H -1.326 -3.087 -3.600
H -2.298 -2.854 -5.071
H -1.447 -0.668 -4.474
H -0.458 -1.196 -5.855
Br -0.828 4.882 -1.134
C -1.080 4.702 0.787
C -0.976 3.270 1.241
Br -2.564 2.270 0.736
H -2.055 5.125 1.008
H -0.302 5.311 1.244
H -0.921 3.218 2.326
H -0.129 2.742 0.813
Br -6.626 -3.400 2.122
C -7.666 -1.971 2.927
C -6.896 -0.678 2.967
Br -5.518 -0.709 4.334
H -7.947 -2.310 3.920
H -8.556 -1.863 2.311
H -7.554 0.151 3.221
H -6.393 -0.471 2.027
Br 4.904 1.215 3.883
C 3.283 2.196 4.309
C 2.199 1.322 4.872
Br 1.298 0.247 3.528
H 2.973 2.694 3.395
H 3.584 2.938 5.047
H 1.421 1.952 5.301
H 2.568 0.636 5.629
Br 3.166 4.583 -0.416
C 4.393 6.044 -0.779
C 5.728 5.848 -0.113
Br 5.649 6.213 1.796
H 3.902 6.956 -0.455
H 4.510 6.057 -1.861
H 6.456 6.552 -0.511
H 6.100 4.834 -0.224
Br 1.805 -6.706 -1.638
C 2.200 -6.317 -3.496
C 2.069 -7.533 -4.373
Br 3.566 -8.766 -4.171
H 3.198 -5.889 -3.524
H 1.471 -5.572 -3.806
H 2.074 -7.247 -5.423
H 1.171 -8.101 -4.152
Br -0.897 5.551 -5.459
C -1.954 6.773 -4.379
C -1.568 8.209 -4.610
Br 0.117 8.660 -3.751
H -1.824 6.470 -3.345
H -2.988 6.609 -4.678
H -2.308 8.874 -4.169
H -1.451 8.440 -5.665
```

Output
Spin multiplicity: 1
Net charge: -1
Frontier orbital gap in eV: 4.8
LUMO energy in eV: 1.62